1.
{"formula": "C3H31NO11S2", "method": "ωB97M-V/def2-TZVPD", "gap_ev": 8.55, "energy_ev": -49295.5933, "max_force_ev_per_a": 11.85, "homo_ha": -0.3202, "total_charge": 0, "smiles": "CSSCCN.O.O.O.O.O.O.O.O.O.O.O", "spin_multiplicity": 1, "elements": ["C", "S", "S", "C", "C", "N", "H", "H", "H", "H", "H", "H", "H", "H", "H", "O", "H", "H", "O", "H", "H", "O", "H", "H", "O", "H", "H", "O", "H", "H", "O", "H", "H", "O", "H", "H", "O", "H", "H", "O", "H", "H", "O", "H", "H", "O", "H", "H"], "coordinates": [[3.834, 1.329, 0.462], [2.580, 1.706, 1.637], [1.736, -0.078, 2.028], [0.046, -0.090, 1.464], [-0.943, 0.979, 1.892], [-2.033, 0.444, 2.762], [3.565, 0.589, -0.185], [4.224, 2.368, 0.177], [4.791, 0.913, 0.939], [-0.095, -1.189, 1.743], [0.285, 0.096, 0.324], [-1.446, 1.533, 1.007], [-0.398, 1.800, 2.508], [-1.599, 0.243, 3.645], [-2.818, 1.076, 2.930], [-0.916, 0.770, -3.623], [-1.158, 0.085, -4.230], [-1.654, 0.652, -3.066], [-1.445, 3.186, -1.648], [-1.084, 3.043, -2.559], [-0.706, 3.429, -1.079], [1.015, 4.030, -0.896], [1.460, 3.161, -1.280], [1.574, 4.414, -0.419], [-1.146, -1.871, 4.569], [-1.719, -2.076, 3.815], [-0.307, -2.329, 4.571], [1.546, -3.171, 0.071], [2.220, -2.576, -0.382], [0.775, -3.004, -0.538], [1.745, 1.891, -2.364], [0.988, 1.415, -2.777], [2.082, 2.318, -3.139], [-0.334, -4.626, 1.835], [0.534, -4.167, 1.872], [-0.887, -4.025, 1.402], [-2.928, 0.831, -1.781], [-2.450, 1.729, -1.743], [-2.785, 0.557, -0.839], [-1.563, -2.112, -2.902], [-1.848, -2.805, -2.371], [-2.088, -1.386, -2.607], [-2.154, -2.577, 1.534], [-1.330, -2.068, 1.673], [-2.841, -1.830, 1.666], [1.896, -1.250, -1.861], [1.623, -0.962, -2.756], [2.154, -0.395, -1.480]], "forces_ev_per_angstrom": [[3.8, 2.3, 2.5], [-0.7, 0.8, 0.6], [1.0, -0.5, 1.7], [1.2, 0.0, -3.2], [-1.2, 2.3, 1.2], [0.3, -0.3, -0.8], [-0.9, -1.2, -2.6], [-0.9, -1.6, -0.7], [-1.4, 0.4, -0.1], [-0.3, 1.7, -0.7], [-1.3, -1.1, 1.8], [1.1, -1.1, 1.3], [-0.5, -1.1, -1.3], [-0.1, -0.3, 0.6], [0.6, 0.0, -0.3], [1.6, 0.5, -0.9], [0.5, -0.7, -1.3], [-1.6, 0.3, 2.1], [-0.5, -0.7, -1.5], [-0.2, 0.4, 1.3], [0.5, 0.3, 0.0], [-6.1, -7.2, -7.2], [-1.2, 2.2, 1.0], [7.3, 5.1, 6.4], [-0.6, 0.9, 0.4], [0.7, -0.5, 0.1], [-0.1, -0.5, -0.5], [0.0, 1.4, -1.6], [-1.2, -1.2, 0.9], [1.1, -0.4, 0.9], [-0.9, -1.1, -0.2], [-0.1, 0.1, 0.7], [0.8, 0.7, -0.7], [2.3, -0.9, 1.3], [-0.7, -0.6, -0.3], [-1.5, 1.2, -1.0], [1.0, 0.9, 1.5], [-0.8, -0.9, 0.0], [-0.4, 0.0, -1.2], [1.2, 1.2, -1.7], [-0.7, -2.2, 1.4], [-0.6, 1.0, 0.4], [-1.3, 2.4, 0.4], [-0.8, -0.5, -0.2], [1.5, -1.7, -0.3], [0.0, 1.1, -0.8], [0.1, -0.6, 0.5], [0.0, -0.3, 0.1]]}

---

2.
{"formula": "C5H11NO", "method": "ωB97M-V/def2-TZVPD", "gap_ev": 10.56, "energy_ev": -8900.7540, "max_force_ev_per_a": 1.85, "homo_ha": -0.3533, "total_charge": 0, "smiles": "CCCNC(C)=O", "spin_multiplicity": 1, "elements": ["C", "C", "C", "N", "C", "C", "O", "H", "H", "H", "H", "H", "H", "H", "H", "H", "H", "H"], "coordinates": [[-1.785, -0.227, -0.948], [-1.698, 0.812, 0.185], [-0.582, 0.453, 1.285], [0.456, -0.455, 0.814], [1.449, 0.182, 0.054], [2.586, -0.713, -0.379], [1.412, 1.363, -0.230], [-2.735, -0.763, -0.999], [-1.523, 0.182, -1.929], [-1.020, -1.047, -0.810], [-1.431, 1.799, -0.215], [-2.649, 0.910, 0.726], [-0.116, 1.408, 1.535], [-1.033, 0.015, 2.186], [0.025, -1.186, 0.196], [2.647, -0.711, -1.470], [2.476, -1.732, -0.002], [3.521, -0.291, 0.002]], "forces_ev_per_angstrom": [[0.7, -0.8, 0.1], [0.7, -0.3, 0.7], [-1.0, 0.3, -0.6], [-0.3, 0.0, -0.8], [0.0, 0.1, -0.3], [0.0, -0.1, -0.1], [0.2, -0.3, 0.3], [0.0, 0.3, -0.1], [-0.3, 0.1, 0.2], [-1.1, 0.7, -0.4], [-0.2, -0.4, 0.0], [0.2, 0.0, -0.3], [0.0, -0.3, 0.2], [0.0, 0.1, -0.3], [1.1, 0.4, 1.4], [0.0, 0.0, 0.1], [0.0, 0.1, -0.1], [-0.2, 0.0, -0.1]]}

---

3.
{"formula": "CH30O18", "method": "ωB97M-V/def2-TZVPD", "gap_ev": 9.29, "energy_ev": -38382.4393, "max_force_ev_per_a": 5.18, "homo_ha": -0.1636, "total_charge": -2, "spin_multiplicity": 1, "elements": ["C", "O", "O", "O", "O", "H", "H", "O", "H", "H", "O", "H", "H", "O", "H", "H", "O", "H", "H", "O", "H", "H", "O", "H", "H", "O", "H", "H", "O", "H", "H", "O", "H", "H", "O", "H", "H", "O", "H", "H", "O", "H", "H", "O", "H", "H", "O", "H", "H"], "coordinates": [[-0.064, 0.173, 0.054], [0.907, 1.106, -0.347], [-0.979, -0.257, -0.778], [-0.077, -0.055, 1.280], [0.874, 0.637, 3.670], [1.795, 0.757, 3.313], [0.367, 0.643, 2.860], [-2.750, -0.613, 2.242], [-3.351, -0.246, 1.575], [-1.831, -0.597, 1.825], [-3.375, 0.578, -0.171], [-2.505, 0.251, -0.344], [-4.044, 0.255, -0.770], [-1.169, 2.718, -1.027], [-0.726, 1.941, -0.673], [-2.073, 2.436, -1.236], [-0.379, -2.198, -2.549], [-0.484, -1.638, -1.772], [0.488, -1.862, -2.867], [2.952, -0.387, 0.898], [2.019, -0.147, 0.904], [3.376, 0.176, 1.572], [1.623, -0.156, -2.379], [1.392, 0.395, -1.568], [2.404, -0.676, -2.287], [0.526, 2.767, 1.784], [0.260, 2.377, 2.618], [0.377, 2.097, 1.183], [-1.078, -2.706, 0.405], [-0.820, -1.808, 0.126], [-2.024, -2.718, 0.371], [-3.689, -1.999, -1.896], [-2.845, -1.739, -1.505], [-4.267, -2.227, -1.183], [-1.604, 0.919, -3.114], [-1.229, 0.573, -2.338], [-0.856, 1.316, -3.496], [3.128, 3.007, 1.393], [2.175, 2.966, 1.620], [3.202, 2.510, 0.596], [0.556, -2.316, 2.600], [0.684, -1.431, 2.319], [-0.104, -2.599, 1.990], [1.840, -2.783, -0.445], [1.084, -2.455, 0.036], [1.839, -2.291, -1.240], [2.982, 2.165, -1.127], [2.095, 1.818, -0.854], [3.371, 1.333, -1.275]], "forces_ev_per_angstrom": [[1.2, 3.1, -1.1], [-3.9, -3.3, 0.8], [2.0, 0.4, 1.4], [-0.5, -0.7, -0.2], [1.9, 0.5, 0.4], [-1.3, -0.1, 0.6], [-0.4, -0.6, -0.5], [1.0, -0.3, -0.3], [0.5, 0.1, 0.0], [-1.5, 0.1, 0.8], [-2.2, 1.4, 1.2], [1.2, -0.8, -0.9], [0.4, -0.3, -0.6], [-0.8, 0.8, 0.1], [0.2, 0.4, -0.4], [0.4, 0.0, 0.1], [1.0, -0.3, -0.7], [-0.3, 0.2, -0.1], [-1.0, -0.1, 0.0], [1.0, 0.1, 0.6], [0.0, 0.3, 0.0], [-0.4, -0.1, -0.6], [-0.8, 0.0, -1.2], [0.3, -0.5, -0.3], [0.9, -0.1, 0.5], [-0.1, 2.7, 2.5], [0.0, 0.2, 0.4], [-0.3, -2.2, -2.6], [0.8, -0.4, 0.0], [-0.7, -0.3, 0.0], [-0.7, 0.1, 0.1], [0.2, 0.2, -0.7], [0.1, 0.0, -0.2], [-0.3, -0.2, 0.8], [-2.2, 0.1, -1.6], [0.6, -1.2, 2.0], [1.4, 1.0, -1.0], [0.2, 0.7, 2.0], [0.3, 0.1, -0.1], [0.2, -0.4, -1.5], [0.8, -1.2, 1.3], [0.4, 1.4, 0.0], [-1.1, -0.7, -0.7], [0.6, -1.0, 0.9], [-0.2, -0.2, 0.4], [-0.2, 0.7, -1.2], [-0.5, 1.2, 0.0], [0.4, 1.0, -0.1], [1.3, -1.6, -0.5]]}

---

4.
{"formula": "C18H25MgN2O4Sb2", "method": "ωB97M-V/def2-TZVPD", "gap_ev": 8.66, "energy_ev": -48759.0997, "max_force_ev_per_a": 1.26, "homo_ha": -0.4264, "total_charge": 1, "spin_multiplicity": 1, "elements": ["Mg", "C", "C", "N", "C", "C", "N", "C", "O", "O", "C", "O", "O", "H", "H", "H", "H", "H", "C", "Sb", "C", "C", "C", "C", "C", "C", "C", "C", "C", "Sb", "C", "C", "H", "H", "H", "H", "H", "H", "H", "H", "H", "H", "H", "H", "H", "H", "H", "H", "H", "H", "H", "H"], "coordinates": [[0.438, -1.093, -0.350], [-2.457, -3.735, -1.164], [-1.069, -3.684, -1.693], [-0.162, -2.755, -1.432], [0.977, -3.090, -2.143], [0.736, -4.225, -2.858], [-0.552, -4.578, -2.552], [1.532, -5.080, -3.791], [2.733, -4.658, -4.086], [1.023, -6.083, -4.221], [2.185, -2.212, -2.048], [3.162, -2.443, -2.746], [2.056, -1.239, -1.211], [-2.651, -2.875, -0.530], [-2.616, -4.645, -0.585], [-3.173, -3.735, -1.987], [-0.994, -5.403, -2.935], [2.966, -3.798, -3.638], [0.729, -0.855, 4.515], [0.346, -0.631, 2.418], [2.107, 0.482, 1.928], [-1.094, 1.020, 2.606], [-0.556, 2.397, 2.373], [0.275, 2.961, 3.342], [0.776, 4.243, 3.218], [0.446, 5.000, 2.104], [-0.378, 4.458, 1.134], [-0.891, 3.165, 1.245], [-1.784, 2.650, 0.156], [-0.764, 1.202, -1.081], [0.532, 2.539, -2.112], [-2.242, 0.934, -2.604], [-0.217, -0.922, 5.048], [1.277, 0.025, 4.846], [1.315, -1.747, 4.719], [2.248, 1.315, 2.611], [2.040, 0.863, 0.907], [2.964, -0.189, 1.981], [-1.448, 0.929, 3.634], [-1.927, 0.776, 1.951], [0.515, 2.373, 4.222], [1.412, 4.652, 3.992], [0.818, 6.011, 2.002], [-0.648, 5.054, 0.270], [-2.058, 3.456, -0.524], [-2.701, 2.196, 0.533], [-0.077, 3.248, -2.670], [1.163, 1.977, -2.797], [1.162, 3.071, -1.401], [-2.496, 1.909, -3.015], [-3.135, 0.470, -2.190], [-1.841, 0.299, -3.391]], "forces_ev_per_angstrom": [[-0.7, -0.7, 0.5], [0.0, -0.1, -0.1], [0.0, 0.1, -0.1], [-0.1, -0.1, 0.2], [0.0, -0.1, -0.2], [0.1, 0.1, 0.2], [0.0, 0.0, 0.0], [-0.2, 0.1, 0.0], [0.1, -0.2, -0.2], [0.0, 0.0, 0.0], [0.2, -0.1, -0.2], [-0.1, 0.0, 0.2], [0.9, 0.0, -0.4], [0.0, 0.0, 0.0], [0.0, 0.0, 0.0], [0.0, 0.0, 0.0], [0.0, 0.0, 0.0], [0.0, 0.1, 0.1], [0.0, -0.3, -0.2], [0.0, 0.7, 0.6], [0.0, -0.1, -0.1], [0.1, -0.3, -0.1], [0.0, 0.2, 0.0], [-0.1, -0.1, 0.0], [0.0, 0.0, 0.0], [0.0, 0.0, 0.0], [0.0, 0.0, -0.1], [0.1, -0.1, 0.1], [0.1, -0.2, 0.0], [-0.6, 1.0, -0.4], [0.0, -0.1, 0.1], [0.1, -0.1, 0.1], [0.0, 0.0, -0.1], [0.0, 0.0, -0.1], [0.0, 0.0, 0.0], [-0.1, 0.0, 0.0], [0.1, 0.1, 0.0], [0.0, 0.0, 0.0], [0.0, 0.0, 0.0], [0.0, 0.0, 0.0], [0.0, 0.0, 0.0], [0.0, 0.0, 0.0], [0.0, 0.0, 0.0], [0.0, 0.0, 0.0], [0.0, 0.0, 0.0], [0.0, 0.0, 0.0], [0.0, 0.0, 0.0], [0.0, 0.0, 0.0], [0.0, 0.0, 0.0], [0.0, 0.0, 0.0], [0.0, 0.0, 0.0], [0.0, 0.0, 0.0]]}